Record 1
# C10H13N2OP

C10H13N2OP in the gas phase at a distorted geometry (ωB97M-V/def2-TZVPD, the Open Molecules 2025 dataset).

ORCA input file:
```
! RIJCOSX wB97M-V def2-TZVPD def2/J DEFGRID3
* xyz 0 1
C -3.1890 -0.6844 0.2484
C -2.4582 -1.7803 0.5641
C 0.6553 1.5861 -0.7317
C 2.2503 -1.4724 -0.0872
C -1.3118 0.1659 1.2884
C -2.2789 0.5465 0.0946
C -1.1146 -1.3280 1.0066
C -1.3409 0.2787 -1.0483
C 0.6475 3.0019 -0.9218
C 3.6995 -1.1040 0.0471
N 1.5269 0.8172 -0.4183
N 1.3019 -0.5102 -0.2044
O 1.9009 -2.6454 -0.1140
P -0.3252 -1.2261 -0.7241
H -4.3038 -0.7048 0.1270
H -2.7920 -2.7936 0.5799
H -0.4329 0.7247 1.2569
H -1.6710 0.3566 2.2493
H -2.8184 1.4569 -0.0463
H -0.6584 -1.9448 1.6750
H -1.4940 0.5942 -2.1024
H 0.7575 3.3806 0.0510
H -0.1821 3.3776 -1.5423
H 1.5787 3.1429 -1.5157
H 3.8233 -0.0373 0.1856
H 4.2157 -1.6034 -0.8530
H 4.0137 -1.5952 0.9358
*
```

## Properties
energy above the lowest of the compared OMol25 structures with the same formula, charge and spin = 81.84 kcal per mole
largest force on an atom = 5.11 eV/Å
E_HOMO = -7.855 eV
LUMO level = 0.4 eV

Record 2
# C10H13N3S

C10H13N3S in the gas phase at a distorted geometry (ωB97M-V/def2-TZVPD, the Open Molecules 2025 dataset).

ORCA input file:
```
! RIJCOSX wB97M-V def2-TZVPD def2/J DEFGRID3
* xyz 0 1
C -0.6513 2.4699 1.2574
C -0.2534 1.0427 0.7756
C 1.0648 0.7490 1.5299
C -1.2428 -0.0594 1.1675
C -0.1258 0.8751 -0.7306
C -0.6133 1.8374 -1.6889
C -0.5196 1.3541 -2.9415
S -0.0863 -0.3326 -2.9776
C 0.1990 -0.3743 -1.2969
N 0.5847 -1.6216 -0.7579
N -0.2599 -2.5772 -0.9900
C 0.3288 -3.6446 -0.5800
C 1.5563 -3.2594 -0.0708
N 1.6724 -1.9556 -0.2263
H -0.9493 2.3763 2.3205
H 0.2011 3.0140 1.1703
H -1.4660 2.8473 0.7282
H 0.8336 0.3129 2.5846
H 1.6210 -0.1286 1.0120
H 1.6714 1.6716 1.5670
H -1.5433 0.2465 2.2157
H -2.0693 0.0108 0.5556
H -0.8092 -0.9769 1.0780
H -0.5927 2.9088 -1.2762
H -0.8194 1.6205 -3.9087
H -0.1727 -4.6103 -0.5884
H 2.4412 -3.7963 0.0715
*
```

## Properties
energy above the lowest of the compared OMol25 structures with the same formula, charge and spin = 83.81 kcal per mole
largest force on an atom = 4.82 eV/Å
E_HOMO = -8.712 eV
LUMO level = 0.8 eV
SMILES = CC(C)(C)c1ccsc1-n1nccn1

Record 3
# C10H13N4OPPtS

A molecular structure, C10H13N4OPPtS (ωB97M-V/def2-TZVPD, the Open Molecules 2025 dataset).

ORCA input file:
```
! RIJCOSX wB97M-V def2-TZVPD def2/J DEFGRID3
* xyz 0 1
Pt -0.3981 -0.2615 -0.1446
S -2.4407 -0.8453 -1.0269
C -2.2921 -2.0772 0.1951
C -3.1248 -3.1157 0.5895
C -2.7062 -3.9221 1.6315
C -1.4891 -3.6891 2.2653
C -0.7094 -2.6366 1.8291
N -1.1102 -1.8700 0.8189
H -4.0704 -3.2704 0.0902
H -3.3340 -4.7397 1.9617
H -1.1543 -4.3082 3.0839
H 0.2422 -2.3794 2.2748
C 3.5550 1.6317 0.3262
P 2.8169 -0.0005 0.2437
C 2.8468 -0.5133 -1.4752
C 3.9103 -1.1184 1.1315
O 1.4453 -0.0306 0.8972
H 4.5798 1.6180 -0.0452
H 3.5458 1.9760 1.3601
H 2.9744 2.3253 -0.2785
H 3.8776 -0.5187 -1.8318
H 2.2556 0.1809 -2.0692
H 2.4162 -1.5102 -1.5717
H 4.9243 -1.0592 0.7351
H 3.5431 -2.1396 1.0303
H 3.9191 -0.8481 2.1866
N 0.1053 1.3207 -1.2370
C 0.4702 2.2569 -1.8218
N 0.7959 3.3071 -2.4734
C 2.0841 3.5859 -2.5910
N 3.2030 3.8612 -2.7127
*
```

## Properties
energy above the lowest of the compared OMol25 structures with the same formula, charge and spin = 0.00 kcal per mole
largest force on an atom = 0.28 eV/Å
E_HOMO = -8.248 eV
LUMO level = 0.1 eV

Record 4
# C10H13NO

2 unconnected molecules or ions with the total composition C10H13NO at a distorted geometry (ωB97M-V/def2-TZVPD, the Open Molecules 2025 dataset).

ORCA input file:
```
! RIJCOSX wB97M-V def2-TZVPD def2/J DEFGRID3
* xyz 0 1
C -0.0638 0.6123 -2.5464
C 0.2987 1.2762 -1.2664
C 0.3769 2.6180 -1.1050
N 0.7857 2.9407 0.1794
C 0.7400 1.7815 0.9197
C 0.7794 1.5665 2.2938
C 0.7896 0.2680 2.7624
C 0.7776 -0.8318 1.8927
C 0.6407 -0.6016 0.5278
C 0.5365 0.6975 0.0433
H 0.2987 -0.4224 -2.6447
H 0.4168 1.1081 -3.3913
H -1.1297 0.4884 -2.7444
H 0.3304 3.3636 -1.8800
H 0.7152 3.8370 0.6305
H 0.6250 2.3708 2.9868
H 0.7705 0.0688 3.8165
H 1.0360 -1.8307 2.2325
H 0.3923 -1.3819 -0.1774
C -1.8541 -2.8743 -0.4775
O -0.5630 -3.2981 -0.7924
H -1.9000 -1.9630 0.1185
H -2.4573 -3.5837 0.0960
H -2.3512 -2.6894 -1.4246
H 0.0091 -3.5206 -0.0497
*
```

## Properties
energy above the lowest of the compared OMol25 structures with the same formula, charge and spin = 13.48 kcal per mole
largest force on an atom = 1.40 eV/Å
E_HOMO = -7.858 eV
LUMO level = 0.9 eV
SMILES = Cc1c[nH]c2ccccc12.CO

Record 5
# C10H13NO2

C10H13NO2 in the gas phase (ωB97M-V/def2-TZVPD, the Open Molecules 2025 dataset).

ORCA input file:
```
! RIJCOSX wB97M-V def2-TZVPD def2/J DEFGRID3
* xyz 0 1
C -2.1684 -1.6872 -0.7051
C -3.2483 -0.6756 -0.3418
C -2.8245 0.2870 0.7686
C -1.7288 1.2608 0.3548
O -0.4657 0.5958 0.3748
C 0.5920 1.3236 0.0157
O 0.5290 2.4852 -0.3088
C 1.8547 0.5424 0.0562
C 3.0562 1.1778 -0.2523
C 4.2265 0.4420 -0.2164
C 4.1459 -0.9010 0.1269
N 3.0100 -1.5128 0.4195
C 1.8931 -0.8121 0.3857
H -1.2838 -1.1900 -1.0923
H -1.8806 -2.2653 0.1702
H -2.5361 -2.3739 -1.4644
H -3.5236 -0.1001 -1.2287
H -4.1394 -1.2119 -0.0075
H -2.4733 -0.2801 1.6322
H -3.6903 0.8760 1.0768
H -1.6802 2.1101 1.0465
H -1.9059 1.6576 -0.6514
H 3.0453 2.2264 -0.5115
H 5.1777 0.8953 -0.4480
H 5.0316 -1.5215 0.1706
H 0.9867 -1.3484 0.6296
*
```

## Properties
energy above the lowest of the compared OMol25 structures with the same formula, charge and spin = 8.66 kcal per mole
largest force on an atom = 0.67 eV/Å
E_HOMO = -9.958 eV
LUMO level = 0.4 eV
SMILES = CCCCOC(=O)c1cccnc1

Record 6
# C10H13NO3

C10H13NO3 in the gas phase at a distorted geometry (ωB97M-V/def2-TZVPD, the Open Molecules 2025 dataset).

ORCA input file:
```
! RIJCOSX wB97M-V def2-TZVPD def2/J DEFGRID3
* xyz 0 1
O -0.4953 -2.4361 -1.3718
C -0.3927 -1.2174 -0.9461
N -1.3653 -0.3158 -1.3503
C -1.9849 0.0161 -0.1122
C -1.9613 -1.2650 0.9282
O -0.7469 -1.0667 1.6591
C -1.6958 1.3528 0.4372
O -2.2434 2.5155 -0.4335
C 0.9490 -0.4782 -0.3889
C 2.2743 -1.1511 -0.1803
C 3.3065 -0.4273 0.2233
C 3.2026 0.8776 0.1958
C 2.1088 1.6474 -0.1807
C 0.9689 0.8851 -0.6232
H -1.8406 -0.9069 -1.9276
H -3.0111 0.3115 -0.1776
H -2.4266 -2.2151 0.5839
H -3.0341 -0.9276 1.5401
H -0.5616 -2.0105 2.0826
H -2.1463 1.2218 1.6235
H -0.3794 1.4926 0.3275
H -1.7272 2.2548 -1.2878
H 1.9847 -2.2716 -0.3961
H 4.2462 -1.0085 0.6062
H 4.2303 1.1080 0.4086
H 2.6547 2.7456 -0.3937
H 0.0865 1.2688 -0.8462
*
```

## Properties
energy above the lowest of the compared OMol25 structures with the same formula, charge and spin = 216.50 kcal per mole
largest force on an atom = 8.68 eV/Å
E_HOMO = -9.281 eV
LUMO level = 0.2 eV
SMILES = O=C(NC(CO)CO)c1ccccc1

> Which of these has the highest largest force on an atom?

C10H13NO3

Repeat the second record exactly.
# C10H13N3S

C10H13N3S in the gas phase at a distorted geometry (ωB97M-V/def2-TZVPD, the Open Molecules 2025 dataset).

ORCA input file:
```
! RIJCOSX wB97M-V def2-TZVPD def2/J DEFGRID3
* xyz 0 1
C -0.6513 2.4699 1.2574
C -0.2534 1.0427 0.7756
C 1.0648 0.7490 1.5299
C -1.2428 -0.0594 1.1675
C -0.1258 0.8751 -0.7306
C -0.6133 1.8374 -1.6889
C -0.5196 1.3541 -2.9415
S -0.0863 -0.3326 -2.9776
C 0.1990 -0.3743 -1.2969
N 0.5847 -1.6216 -0.7579
N -0.2599 -2.5772 -0.9900
C 0.3288 -3.6446 -0.5800
C 1.5563 -3.2594 -0.0708
N 1.6724 -1.9556 -0.2263
H -0.9493 2.3763 2.3205
H 0.2011 3.0140 1.1703
H -1.4660 2.8473 0.7282
H 0.8336 0.3129 2.5846
H 1.6210 -0.1286 1.0120
H 1.6714 1.6716 1.5670
H -1.5433 0.2465 2.2157
H -2.0693 0.0108 0.5556
H -0.8092 -0.9769 1.0780
H -0.5927 2.9088 -1.2762
H -0.8194 1.6205 -3.9087
H -0.1727 -4.6103 -0.5884
H 2.4412 -3.7963 0.0715
*
```

## Properties
energy above the lowest of the compared OMol25 structures with the same formula, charge and spin = 83.81 kcal per mole
largest force on an atom = 4.82 eV/Å
E_HOMO = -8.712 eV
LUMO level = 0.8 eV
SMILES = CC(C)(C)c1ccsc1-n1nccn1